No. 1
Computed, not measured: 2 unconnected molecules or ions with the total composition C17H24N3O2 in a non-equilibrium geometry, with ωB97M-V/def2-TZVPD.

The geometry in XYZ format:
```
46
Properties=species:S:1:pos:R:3:forces:R:3:nbo_charge:R:1
C 5.85423 0.44089 -1.28155 -0.1 0.0 0.0 -0.247
O 4.92914 1.45896 -0.94008 0.0 0.0 -0.2 -0.537
C 3.84222 1.03181 -0.16557 -0.2 0.1 0.0 -0.051
C 2.53014 1.47000 -0.83710 0.1 0.0 0.2 -0.439
C 1.50674 1.75666 0.24249 0.2 -0.4 -0.1 -0.221
N 0.10303 1.82802 -0.25343 0.2 0.1 0.1 -0.058
C -0.88751 1.87906 0.62895 -0.2 0.0 0.1 0.096
C -2.19070 1.90558 0.19598 -0.3 0.1 -0.1 -0.177
C -2.44264 1.86822 -1.15910 0.0 0.1 -0.1 0.089
C -3.82560 1.81569 -1.74135 0.4 -0.4 -0.1 -0.434
C -4.43672 0.39267 -1.66622 -0.6 0.1 0.0 -0.488
C -4.29266 -0.22114 -0.28928 0.0 -0.5 0.2 0.669
N -5.39074 -0.14488 0.54392 0.1 0.9 -0.4 -0.808
O -3.25707 -0.75548 0.05475 0.1 0.4 0.1 -0.599
C -1.31333 1.85994 -1.98987 -0.3 -0.1 0.0 0.031
N -0.07748 1.84190 -1.55141 0.2 0.0 0.0 -0.133
H 5.34504 -0.41465 -1.73347 0.0 -0.1 0.0 0.165
H 6.41584 0.10552 -0.40777 0.1 0.0 0.0 0.175
H 6.53278 0.85993 -2.01754 0.1 0.1 0.0 0.205
H 3.83585 -0.05626 -0.05983 0.0 0.0 0.1 0.178
H 3.90976 1.46591 0.83855 0.1 0.0 0.1 0.169
H 2.17610 0.66317 -1.47535 0.0 0.1 -0.2 0.224
H 2.72522 2.35168 -1.44175 0.0 0.0 -0.1 0.241
H 1.52885 0.92735 0.95156 -0.2 0.1 0.2 0.232
H 1.72062 2.68663 0.76439 0.0 0.1 0.0 0.233
H -0.65045 1.88297 1.68194 0.3 0.0 0.0 0.251
H -2.99187 1.94828 0.91754 0.0 0.0 0.1 0.249
H -3.74760 2.06722 -2.79736 -0.2 0.2 0.0 0.241
H -4.46903 2.54359 -1.25137 0.0 0.0 0.1 0.241
H -3.99439 -0.25700 -2.41613 0.2 -0.1 0.1 0.248
H -5.49660 0.48382 -1.90625 0.0 0.0 -0.2 0.231
H -5.20246 0.12222 1.49972 0.1 -0.6 0.2 0.403
H -6.17777 0.36431 0.16881 0.0 0.0 0.0 0.385
H -1.43284 1.84970 -3.06407 0.2 0.0 -0.1 0.233
C -0.11145 -3.64812 2.78234 0.0 0.0 0.0 -0.210
C 1.17609 -4.16276 2.70986 0.0 0.0 0.0 -0.200
C 2.06513 -3.68492 1.75694 0.0 0.0 0.0 -0.213
C 1.66705 -2.68635 0.87946 0.0 0.0 0.0 -0.231
C 0.38000 -2.17125 0.95560 0.0 0.1 0.0 -0.182
C -0.51232 -2.65171 1.90350 0.0 0.0 0.0 -0.224
H -0.80402 -4.02636 3.52249 0.0 0.0 0.0 0.220
H 1.48659 -4.93970 3.39564 0.0 0.0 0.0 0.222
H 3.06560 -4.09238 1.69671 0.0 0.0 0.0 0.220
H 2.36024 -2.31462 0.13415 0.0 0.0 0.0 0.202
H 0.06702 -1.39079 0.26909 -0.1 -0.1 -0.1 0.179
H -1.51803 -2.25333 1.95148 0.0 0.0 0.0 0.219
```
Positions in Å, forces in eV/Å.

Calculated values
LUMO energy (eV): -4.422
Net charge: +1
Molecular weight (g mol⁻¹): 302.4
Frontier orbital gap (Ha): 0.2613
Energy relative to the best compared isomer or geometry (same formula, charge and spin) (kJ/mol): 0.00
Electronic energy (hartree): -976.6689
HOMO energy (Eh): -0.4239

No. 2
Computed, not measured: a single C4H9NO2 molecule, with ωB97M-V/def2-TZVPD.

The geometry in XYZ format:
```
16
Properties=species:S:1:pos:R:3:forces:R:3:nbo_charge:R:1
C 1.21569 -1.15215 -0.68292 0.0 0.0 0.0 -0.663
C 1.08036 -0.42348 0.43392 0.1 -0.2 -0.1 0.504
N 2.10568 0.28972 1.03539 0.0 0.0 -0.1 -0.824
O -0.07329 -0.28048 1.13724 0.2 0.1 0.0 -0.506
C -1.30207 -0.39352 0.43907 -0.3 -0.1 -0.1 -0.079
C -1.48273 0.63981 -0.66695 -0.1 -0.4 -0.1 -0.096
O -1.15884 1.90901 -0.14185 0.0 0.3 -0.2 -0.716
H 2.14779 -1.14744 -1.23200 0.0 -0.1 0.1 0.210
H 0.40663 -1.77017 -1.04311 0.0 0.1 -0.1 0.204
H 1.90940 0.60347 1.97179 -0.1 0.0 0.0 0.391
H 3.02337 -0.11113 0.92467 -0.1 0.0 0.0 0.383
H -1.43572 -1.40020 0.01939 0.0 0.1 0.1 0.178
H -2.06201 -0.24388 1.20874 0.1 0.0 -0.1 0.199
H -0.85741 0.38893 -1.53436 0.0 0.1 0.2 0.181
H -2.53820 0.59154 -0.98770 0.2 0.0 0.1 0.162
H -0.97864 2.49997 -0.88131 0.0 0.0 0.2 0.473
```
Positions in Å, forces in eV/Å.

Calculated values
LUMO energy (eV): 0.968
Molecular weight (g mol⁻¹): 103.1
Frontier orbital gap (Ha): 0.3285
Energy relative to the best compared isomer or geometry (same formula, charge and spin) (kJ/mol): 202.52
Electronic energy (hartree): -363.0084
HOMO energy (Eh): -0.2929

No. 3
Computed, not measured: 8 unconnected molecules or ions with the total composition H18NO7 in a non-equilibrium geometry, with ωB97M-V/def2-TZVPD.

The geometry in XYZ format:
```
26
Properties=species:S:1:pos:R:3:forces:R:3:nbo_charge:R:1
N -0.10305 0.27340 -0.91049 -2.6 -2.5 2.7 -0.885
H -0.32878 0.16435 -1.86736 -0.8 0.4 -1.4 0.445
H -0.48200 -0.67076 -0.46075 1.3 2.1 -1.0 0.475
H -0.66051 1.01123 -0.38464 1.4 -0.6 -1.0 0.478
H 0.90005 0.25575 -0.89695 0.8 0.5 0.7 0.463
O 2.36440 -0.17609 -2.83659 0.6 -0.1 0.7 -0.962
H 3.16817 -0.04076 -2.29480 -0.5 0.0 -0.5 0.478
H 2.49287 -1.06615 -3.19386 -0.2 0.1 0.0 0.489
O -2.21671 0.82416 1.48414 1.3 -1.5 0.3 -0.996
H -1.61200 0.57397 2.25797 -1.8 1.7 -1.6 0.493
H -2.57089 1.71723 1.39060 0.5 0.0 1.1 0.508
O 1.77279 1.29056 1.60602 -1.4 -3.4 -1.1 -0.955
H 1.14980 1.74788 2.11255 -0.8 1.5 1.1 0.474
H 2.53841 1.75217 1.42601 2.2 1.9 -0.1 0.482
O 0.63492 -2.90690 -0.87753 -3.4 0.8 -2.0 -0.926
H 1.18022 -3.24255 -0.25130 4.0 -1.0 2.9 0.466
H -0.10948 -3.43372 -0.54249 -0.7 0.4 -0.9 0.464
O 0.10098 3.79561 -0.48126 1.9 1.1 1.0 -0.934
H 1.01303 4.16917 -0.56982 -0.5 -0.9 -1.3 0.471
H 0.04250 4.26614 0.36460 -1.4 -0.3 0.3 0.464
O -0.10809 -1.62027 2.14655 1.3 -4.9 -4.3 -0.914
H -0.30666 -0.99151 2.70025 -1.4 6.3 4.3 0.441
H -0.19077 -2.31771 2.78394 0.2 -1.6 0.0 0.476
O -2.93690 -1.62711 -1.33519 -1.3 3.3 1.6 -0.910
H -3.15237 -1.37393 -0.39271 -0.7 1.2 -1.4 0.465
H -2.57994 -2.37417 -0.97689 2.1 -4.4 0.0 0.449
```
Positions in Å, forces in eV/Å.

Calculated values
LUMO energy (eV): -3.171
Net charge: +1
Molecular weight (g mol⁻¹): 144.1
Frontier orbital gap (Ha): 0.4310
Energy relative to the best compared isomer or geometry (same formula, charge and spin) (kJ/mol): 410.76
Electronic energy (hartree): -591.9257
HOMO energy (Eh): -0.5475

No. 4
Computed, not measured: 2 unconnected molecules or ions with the total composition C2H8N2S2 in a non-equilibrium geometry, with ωB97M-V/def2-TZVPD.

The geometry in XYZ format:
```
14
Properties=species:S:1:pos:R:3:forces:R:3:nbo_charge:R:1
C 1.29155 0.99215 -0.64756 -1.3 -2.0 0.2 -0.680
C -0.80189 -0.04526 -0.08519 1.7 -0.2 -1.5 -0.156
N -0.24500 -2.48530 0.12960 1.1 0.1 0.0 -0.646
N -0.66036 -1.26110 0.64460 -1.2 1.7 -2.9 -0.472
S 1.87935 1.57658 0.89889 -0.1 0.5 0.5 -0.025
S -1.62530 1.22963 0.86979 0.9 -0.6 0.4 0.017
H 1.98599 0.32113 -1.24755 -0.9 0.8 1.1 0.216
H 0.99374 1.86120 -1.17377 -0.5 0.4 -1.0 0.191
H -1.24564 -0.05245 -1.16465 1.0 -0.7 2.2 0.213
H -0.62958 -2.50858 -0.81335 0.8 -0.5 0.1 0.362
H 0.80254 -2.57657 0.24221 -1.5 0.1 -1.1 0.352
H -0.49127 -1.19412 1.58305 0.3 0.4 2.7 0.371
H 1.04886 2.67409 0.97065 0.6 -0.8 0.0 0.133
H -2.30299 1.46861 -0.20671 -1.0 0.8 -0.7 0.124
```
Positions in Å, forces in eV/Å.

Calculated values
LUMO energy (spin up / spin down) (eV): 0.726 / 0.726
Molecular weight (g mol⁻¹): 124.2
Frontier orbital gap (spin up / spin down) (Ha): 0.2786 / 0.2786
Energy relative to the best compared isomer or geometry (same formula, charge and spin) (kJ/mol): 434.66
Electronic energy (hartree): -986.7171
HOMO energy (spin up / spin down) (Eh): -0.2519 / -0.2519